(1)
Below is a cluster of 2 separate species, C11H13ClO2S in total in a non-equilibrium geometry, with properties calculated with ωB97M-V/def2-TZVPD.

The geometry in XYZ format:
```
28
Properties=species:S:1:pos:R:3:forces:R:3
C -1.602154 0.349850 -1.889061 -3.271 0.226 1.449
C -0.290702 -1.056377 -3.215457 0.680 -0.293 -0.880
C -2.344745 0.796313 -2.970611 1.857 -0.566 0.315
C -0.973521 -0.635781 -4.379108 -0.134 -0.220 2.012
C -0.613925 -0.583829 -1.979602 0.794 0.264 0.544
C -1.948647 0.319357 -4.225189 -0.409 0.752 0.887
C -1.178555 -1.125071 1.578621 3.459 2.121 -0.436
C -0.481369 -1.644130 0.583452 -0.502 0.892 -0.690
C -0.958246 0.264113 2.105090 -2.769 0.505 -0.264
C 2.797027 1.704799 1.043562 -0.047 -1.142 0.830
C 3.111220 0.418725 1.083214 -0.382 0.995 -0.785
O 1.589055 -1.678959 -0.975547 0.927 -0.879 -0.407
O 2.201377 -0.488255 1.473817 0.696 -2.954 0.039
S 0.534908 -0.744226 -0.560217 -1.209 0.866 -0.102
Cl -2.653409 1.060189 -5.575538 -0.619 0.240 -1.207
H -2.149450 0.541725 -0.936847 1.264 0.318 -0.249
H 0.587178 -1.682508 -3.213615 0.041 -0.462 -0.551
H -3.047182 1.569631 -2.728794 -0.556 0.058 -0.703
H -0.869504 -1.088712 -5.324140 0.672 -0.297 -0.955
H -1.668379 -1.796543 2.146831 -2.008 -2.008 1.909
H -1.581946 0.831526 1.410074 -0.871 0.549 0.459
H -0.064159 0.740938 1.773274 1.361 -0.284 0.719
H -1.357704 0.459797 3.160136 1.043 -0.322 -1.575
H -0.543918 -2.667704 0.378523 -0.119 -1.486 -0.598
H 1.859720 1.930673 1.511550 -0.353 0.757 -0.141
H 3.528308 2.405077 0.744054 0.334 0.798 -0.203
H 4.022616 0.056540 0.684248 0.864 -0.482 -0.220
H 2.491588 -1.401513 1.120201 -0.744 2.057 0.802
```
Forces are in eV/Å.

## Properties
E in Ha: -1435.6771
HOMO-LUMO gap in eV: 9.43
Charge: 0
Energy above the lowest of the compared OMol25 structures with the same formula, charge and spin in kcal/mol: 11.7

(2)
Below is a cluster of 5 separate species, C4H20N2O4S2 in total in a non-equilibrium geometry, with properties calculated with ωB97M-V/def2-TZVPD.

The geometry in XYZ format:
```
32
Properties=species:S:1:pos:R:3:forces:R:3
S 2.868615 -0.069029 -0.805969 0.267 -0.501 -0.726
S 2.892728 1.050710 0.860787 0.134 0.284 0.601
C 1.750533 0.174199 1.948319 -0.249 0.328 0.390
C 0.299930 0.528011 1.622439 -0.214 0.515 1.498
C -0.671405 -0.315673 2.443779 -0.916 -1.195 -0.038
N -2.044867 0.219154 2.392305 -0.229 0.525 -0.385
N -0.121540 0.540029 0.274997 -0.486 -0.549 -0.987
C -0.439474 1.743611 -0.468098 0.480 -0.114 0.656
H 1.851009 0.468114 -1.508940 -0.069 0.032 0.227
H 1.981110 -0.881896 2.025992 -0.009 -0.310 -0.471
H 1.881429 0.553350 2.970331 0.424 0.115 -0.175
H 0.198076 1.552067 2.006878 -0.024 0.135 -0.187
H -0.517723 -0.604032 3.491632 0.864 0.739 -0.077
H -0.655433 -1.316866 1.979099 -0.202 0.124 -0.224
H -2.347182 0.582078 3.285409 0.053 -0.311 0.257
H -2.080849 1.048236 1.804302 0.260 -0.097 -0.219
H -0.531781 -0.302345 -0.091065 0.179 -0.081 0.016
H -1.232859 1.584786 -1.182392 -0.400 -0.177 0.024
H -0.724934 2.498777 0.268398 -0.009 0.381 -0.304
H 0.404208 2.071991 -1.069487 0.189 0.400 0.072
H 0.674880 -0.017398 -3.688700 -0.137 0.020 -0.151
H -0.838620 0.269308 -3.431327 0.134 -0.159 0.319
O 0.058546 0.401919 -3.082350 0.403 0.126 -0.164
H -2.863112 -0.389316 -1.913764 -0.105 0.458 -0.143
H -2.305793 -1.410392 -2.786885 0.133 -0.104 -0.296
O -2.465318 -0.454130 -2.797479 -0.485 -0.507 0.511
H -4.491535 -0.863935 0.600251 0.062 0.109 0.194
H -2.978033 -0.488293 0.760058 -0.500 -0.216 0.477
O -3.624005 -0.964424 0.204458 0.497 -0.119 -0.684
H -2.796830 -2.715487 -0.730946 -0.332 0.171 -0.128
H -1.551131 -3.446110 -1.136455 0.035 -0.136 -0.256
O -2.404617 -3.171401 -1.491384 0.254 0.115 0.374
```
Forces are in eV/Å.

## Properties
E in Ha: -1371.2307
HOMO-LUMO gap in eV: 8.66
Charge: 0
Energy above the lowest of the compared OMol25 structures with the same formula, charge and spin in kcal/mol: 9.7
Structure (SMILES): CN[C@@H](CN)CSS.O.O.O.O

(3)
Below is a structure of composition C32H31BrN3OP2Pt in a non-equilibrium geometry, with properties calculated with ωB97M-V/def2-TZVPD.

The geometry in XYZ format:
```
71
Properties=species:S:1:pos:R:3:forces:R:3
Pt 0.465256 0.287773 -0.511504 -0.184 0.495 1.187
Br 6.597856 2.421573 3.171396 -0.420 -0.227 -0.398
C 5.365956 1.584473 1.998996 0.529 -0.269 0.269
C 5.488356 0.209873 1.755896 0.303 -0.179 0.148
C 4.589256 -0.392427 0.917196 0.025 0.013 0.029
C 3.486656 0.300073 0.331496 0.577 0.028 0.374
O 2.647956 -0.370827 -0.334904 -0.376 -0.287 -0.015
C 3.409956 1.744873 0.553996 0.090 0.301 0.262
C 2.462056 2.610973 -0.040004 0.413 0.876 -0.001
N 1.338456 2.287573 -0.669404 -0.737 -1.162 0.152
C 0.512356 3.206773 -1.228204 0.248 0.920 -0.486
C 0.925256 4.495273 -1.650904 0.155 -1.189 0.510
C 0.033956 5.381173 -2.216404 -1.174 0.194 -0.207
C -1.311044 5.064973 -2.338704 0.550 0.371 -0.085
C -1.780544 3.803273 -1.935904 0.037 -0.243 0.091
C -3.138944 3.434773 -2.024404 0.226 -0.575 0.127
C -3.530244 2.171573 -1.630304 -0.159 0.750 -0.210
C -2.572644 1.295673 -1.146904 0.937 -0.146 0.157
N -1.281844 1.617873 -1.048904 -0.590 -0.740 0.080
C -0.864144 2.843673 -1.419204 -0.056 0.557 -0.086
C 4.377356 2.331973 1.390996 -0.655 0.105 -0.359
H 6.283256 -0.355427 2.218596 0.016 0.001 0.004
H 4.660256 -1.446327 0.696496 -0.001 -0.132 -0.021
H 2.671156 3.671273 0.095996 -0.037 -0.056 -0.032
H 1.965256 4.770973 -1.578504 0.106 -0.047 0.032
H 0.385656 6.339773 -2.567604 0.033 0.076 0.005
H -2.014044 5.768573 -2.758404 -0.014 0.090 -0.040
H -3.851544 4.144373 -2.411904 -0.129 0.103 -0.051
H -4.563144 1.866473 -1.685604 -0.079 -0.049 0.005
H -2.843344 0.302673 -0.812104 0.011 0.023 -0.037
H 4.334556 3.394973 1.576496 -0.035 0.074 -0.023
C 0.575356 1.003473 3.077396 -0.203 -0.120 -0.275
P 0.066056 -0.206127 1.800796 0.417 0.281 0.031
C 0.782556 -1.736727 2.506196 -0.057 0.186 -0.259
C -1.730944 -0.421827 1.965196 0.031 0.146 -0.034
C -2.451044 0.380273 2.850096 0.180 -0.106 -0.057
C -3.816244 0.228973 3.013396 -0.125 -0.083 0.000
C -4.499244 -0.730927 2.284896 0.032 0.073 0.031
C -3.809344 -1.488527 1.359096 0.033 -0.005 -0.055
C -2.439444 -1.336127 1.174496 0.038 -0.198 -0.279
P -1.744044 -2.459927 -0.069004 -0.223 -0.282 -0.289
C -1.952144 -4.094427 0.765496 0.271 0.448 -0.348
C -2.818844 -2.544327 -1.553004 0.238 0.039 0.441
H 0.261456 0.690973 4.074296 0.004 0.021 -0.007
H 0.192356 1.997373 2.851896 0.004 0.024 -0.006
H 1.665756 1.044873 3.046096 -0.004 0.008 -0.022
H 0.452556 -1.871027 3.536296 -0.018 0.043 0.012
H 1.866656 -1.634827 2.478796 0.071 -0.024 0.013
H 0.507856 -2.597627 1.904196 0.038 -0.015 -0.021
H -1.930344 1.127573 3.426796 0.008 0.063 0.112
H -4.343444 0.846773 3.723396 -0.045 0.081 0.061
H -5.555544 -0.891427 2.426696 -0.138 0.060 0.017
H -4.339144 -2.212427 0.758196 -0.175 -0.067 0.030
H -3.012944 -4.297027 0.916096 -0.019 0.118 -0.023
H -1.459744 -4.072227 1.738096 0.023 0.017 -0.043
H -1.533644 -4.894627 0.161096 0.017 -0.036 -0.055
H -3.883644 -2.550227 -1.338904 -0.055 -0.060 0.049
H -2.557644 -3.460727 -2.084304 0.013 0.004 -0.019
H -2.574844 -1.692827 -2.189904 -0.002 -0.024 0.052
N -0.297344 -1.947127 -0.504704 -0.358 0.557 0.669
C 0.499156 -2.552727 -1.477504 0.259 -0.255 -0.524
C 1.069756 -1.737527 -2.459304 -0.230 0.075 -0.048
C 1.907656 -2.267027 -3.420804 -0.070 -0.059 -0.061
C 2.154956 -3.632227 -3.441204 0.033 -0.053 -0.012
C 1.595056 -4.450127 -2.472904 0.094 -0.004 -0.163
C 0.783656 -3.916627 -1.490704 -0.083 0.160 0.081
H 0.810056 -0.659827 -2.461504 0.221 -0.548 -0.340
H 2.353356 -1.627027 -4.168504 -0.010 0.060 -0.033
H 2.773056 -4.058827 -4.213704 0.144 -0.033 -0.071
H 1.796656 -5.510827 -2.474204 0.035 -0.087 -0.028
H 0.386256 -4.554727 -0.716604 -0.001 -0.078 0.092
```
Forces are in eV/Å.

## Properties
2S+1: 5
E in Ha: -4853.2907
HOMO-LUMO gap (spin up / spin down) in eV: 5.09 / 5.19
Charge: +1
⟨S²⟩: 6.05
Energy above the lowest of the compared OMol25 structures with the same formula, charge and spin in kcal/mol: 14.4

(4)
Below is an isolated molecule of C4H5NO, with properties calculated with ωB97M-V/def2-TZVPD.

The geometry in XYZ format:
```
11
Properties=species:S:1:pos:R:3:forces:R:3
C -2.668951 0.284196 -0.317681 0.061 0.005 -0.019
C -1.356814 0.355020 -0.218962 0.171 -0.040 0.038
C -0.090099 0.401866 -0.102536 -0.249 -0.206 0.043
C 1.108406 -0.128196 0.165241 -0.103 0.175 -0.120
O 1.312597 -0.869108 1.282312 -0.132 -0.050 0.036
N 2.262198 -0.007424 -0.558964 -0.009 0.070 0.058
H -3.204161 0.573266 -1.215644 0.132 0.037 0.095
H -3.249578 -0.099306 0.517685 0.095 0.064 -0.138
H 0.437334 -1.038365 1.657729 0.170 -0.019 0.068
H 3.100393 -0.280565 -0.067535 -0.078 0.063 -0.058
H 2.348672 0.808612 -1.141646 -0.057 -0.100 -0.003
```
Forces are in eV/Å.

## Properties
E in Ha: -285.3220
HOMO-LUMO gap in eV: 8.30
Charge: 0
Energy above the lowest of the compared OMol25 structures with the same formula, charge and spin in kcal/mol: 58.1
Structure (SMILES): C=C=C=C(N)O

Please write out number 1 again, unchanged.
Below is a cluster of 2 separate species, C11H13ClO2S in total in a non-equilibrium geometry, with properties calculated with ωB97M-V/def2-TZVPD.

The geometry in XYZ format:
```
28
Properties=species:S:1:pos:R:3:forces:R:3
C -1.602154 0.349850 -1.889061 -3.271 0.226 1.449
C -0.290702 -1.056377 -3.215457 0.680 -0.293 -0.880
C -2.344745 0.796313 -2.970611 1.857 -0.566 0.315
C -0.973521 -0.635781 -4.379108 -0.134 -0.220 2.012
C -0.613925 -0.583829 -1.979602 0.794 0.264 0.544
C -1.948647 0.319357 -4.225189 -0.409 0.752 0.887
C -1.178555 -1.125071 1.578621 3.459 2.121 -0.436
C -0.481369 -1.644130 0.583452 -0.502 0.892 -0.690
C -0.958246 0.264113 2.105090 -2.769 0.505 -0.264
C 2.797027 1.704799 1.043562 -0.047 -1.142 0.830
C 3.111220 0.418725 1.083214 -0.382 0.995 -0.785
O 1.589055 -1.678959 -0.975547 0.927 -0.879 -0.407
O 2.201377 -0.488255 1.473817 0.696 -2.954 0.039
S 0.534908 -0.744226 -0.560217 -1.209 0.866 -0.102
Cl -2.653409 1.060189 -5.575538 -0.619 0.240 -1.207
H -2.149450 0.541725 -0.936847 1.264 0.318 -0.249
H 0.587178 -1.682508 -3.213615 0.041 -0.462 -0.551
H -3.047182 1.569631 -2.728794 -0.556 0.058 -0.703
H -0.869504 -1.088712 -5.324140 0.672 -0.297 -0.955
H -1.668379 -1.796543 2.146831 -2.008 -2.008 1.909
H -1.581946 0.831526 1.410074 -0.871 0.549 0.459
H -0.064159 0.740938 1.773274 1.361 -0.284 0.719
H -1.357704 0.459797 3.160136 1.043 -0.322 -1.575
H -0.543918 -2.667704 0.378523 -0.119 -1.486 -0.598
H 1.859720 1.930673 1.511550 -0.353 0.757 -0.141
H 3.528308 2.405077 0.744054 0.334 0.798 -0.203
H 4.022616 0.056540 0.684248 0.864 -0.482 -0.220
H 2.491588 -1.401513 1.120201 -0.744 2.057 0.802
```
Forces are in eV/Å.

## Properties
E in Ha: -1435.6771
HOMO-LUMO gap in eV: 9.43
Charge: 0
Energy above the lowest of the compared OMol25 structures with the same formula, charge and spin in kcal/mol: 11.7

Which value of E does entry 2 give?
-1371.2307 Ha